[1]
{"formula": "C19H21BN2O4SSn", "method": "the ωB97M-V functional and the def2-TZVPD basis", "total_charge": 2, "gap_ev": 5.79, "homo_energy_ev": -13.8, "de_lowest_kcal_mol": 19.37, "species": ["Sn", "O", "C", "C", "C", "C", "C", "C", "C", "N", "C", "C", "N", "H", "H", "H", "H", "H", "H", "H", "O", "B", "O", "C", "C", "C", "C", "C", "C", "H", "H", "H", "H", "C", "C", "S", "O", "C", "C", "H", "H", "H", "H", "H", "H", "H", "H", "H", "H"], "positions_angstrom": [[9.167, 13.446, 7.570], [9.784, 14.020, 9.494], [10.908, 13.644, 10.133], [10.822, 13.483, 11.507], [11.947, 13.272, 12.323], [13.221, 13.338, 11.757], [13.350, 13.514, 10.395], [12.239, 13.547, 9.514], [12.362, 13.382, 8.105], [11.372, 13.106, 7.201], [12.022, 12.997, 5.980], [13.366, 13.183, 6.103], [13.564, 13.417, 7.469], [9.841, 13.591, 11.967], [11.825, 13.087, 13.392], [14.095, 13.311, 12.370], [14.333, 13.565, 9.950], [11.498, 12.808, 5.040], [14.109, 13.203, 5.347], [14.449, 13.504, 7.988], [9.041, 10.335, 6.422], [8.345, 11.534, 6.463], [7.012, 11.377, 6.167], [6.849, 9.998, 5.904], [5.715, 9.326, 5.501], [5.846, 7.963, 5.263], [7.055, 7.319, 5.358], [8.225, 8.024, 5.693], [8.042, 9.353, 5.983], [4.690, 9.755, 5.374], [5.006, 7.323, 4.939], [7.063, 6.274, 5.110], [9.181, 7.493, 5.738], [9.957, 18.274, 5.802], [8.517, 17.752, 5.814], [8.471, 15.929, 5.524], [9.118, 15.481, 6.928], [6.686, 15.600, 5.637], [6.060, 15.615, 7.014], [9.996, 19.329, 6.108], [10.390, 18.215, 4.795], [10.578, 17.642, 6.463], [7.894, 18.283, 5.073], [8.059, 17.954, 6.811], [6.611, 14.601, 5.172], [6.189, 16.337, 4.952], [6.484, 14.841, 7.670], [4.969, 15.479, 6.934], [6.174, 16.635, 7.401]], "forces_ev_per_a": [[3.37, 0.68, 1.25], [-1.56, -0.50, -2.41], [2.48, -0.32, -0.27], [0.04, -0.02, 0.80], [-0.25, 0.15, -0.65], [-0.70, 0.37, -0.15], [-0.67, -0.38, -1.00], [-2.03, 0.16, 2.31], [0.49, 0.06, -1.07], [0.35, 0.81, 0.58], [0.21, -0.04, -1.16], [-1.45, -0.01, 1.30], [-0.57, -0.19, -0.07], [0.16, -0.18, -0.13], [-0.02, 0.19, -0.38], [0.40, -0.16, 0.29], [0.21, -0.11, 0.20], [0.10, 0.04, 0.52], [0.58, -0.07, -0.17], [-0.67, 0.00, -0.75], [-0.72, 0.80, -0.39], [-1.04, -2.27, 0.22], [0.50, 0.41, 0.26], [-0.88, 0.64, -0.58], [-1.84, 0.20, -0.11], [-0.78, -0.30, -0.35], [1.05, 0.47, 0.02], [0.01, -0.97, 0.09], [1.89, 0.91, 0.73], [1.29, 0.02, 0.25], [0.26, 0.84, 0.32], [0.40, -0.25, 0.08], [-0.29, 0.49, 0.06], [0.34, -0.67, -0.29], [-0.12, 0.66, 0.58], [-0.08, 1.44, 0.82], [-0.67, -1.55, -0.28], [-0.43, -0.56, -0.94], [-0.16, 0.81, -0.05], [-0.11, -0.43, 0.09], [-0.15, 0.03, 0.20], [-0.19, 0.59, -0.12], [0.18, -0.66, 0.01], [0.21, -0.55, -0.62], [-0.17, 0.38, 0.02], [0.61, -0.60, 0.45], [-0.23, 0.41, 0.03], [0.51, -0.28, -0.09], [0.13, -0.45, 0.52]]}

***

[2]
{"formula": "C5H15N2O", "method": "the ωB97M-V functional and the def2-TZVPD basis", "total_charge": 1, "gap_ev": 8.70, "homo_energy_ev": -11.6, "de_lowest_kcal_mol": 23.01, "species": ["C", "C", "C", "N", "C", "C", "N", "H", "H", "H", "H", "H", "H", "H", "H", "H", "H", "H", "H", "H", "H", "H", "O"], "positions_angstrom": [[-1.474, 1.316, 0.483], [-0.086, 1.846, 0.285], [0.948, 1.217, 1.266], [1.640, -2.313, 0.074], [1.334, -1.212, 0.830], [1.642, 0.075, 0.619], [-1.591, -0.109, -0.052], [-2.238, 1.818, -0.111], [-1.847, 1.336, 1.504], [0.237, 1.664, -0.745], [-0.133, 2.935, 0.328], [0.440, 0.920, 2.178], [1.558, 2.022, 1.678], [2.253, -2.238, -0.720], [1.768, -3.212, 0.512], [0.688, -1.387, 1.693], [2.356, 0.249, -0.184], [-0.754, -0.683, 0.105], [-2.406, -0.594, 0.320], [-1.689, -0.060, -1.074], [-1.068, -1.949, -2.841], [-0.682, -0.620, -3.496], [-0.897, -1.020, -2.650]], "forces_ev_per_a": [[-1.02, -0.47, -0.58], [0.42, 0.23, 0.02], [-0.53, 0.91, 0.16], [0.16, -0.71, -0.39], [-0.41, 0.74, 0.87], [0.58, -0.87, -0.64], [-0.07, 0.18, -0.07], [0.21, 0.42, 0.04], [0.35, -0.15, 0.16], [-0.05, -0.14, 0.00], [0.00, 0.00, 0.41], [-0.37, -0.52, 0.10], [0.62, -0.13, -0.54], [0.09, 0.46, -0.01], [-0.19, 0.16, 0.36], [0.03, -0.45, -0.08], [-0.09, 0.43, -0.02], [0.16, 0.16, 0.19], [0.01, 0.01, 0.03], [0.16, -0.34, -0.02], [0.02, -0.02, -0.05], [0.03, 0.04, -0.16], [-0.12, 0.06, 0.23]]}

***

[3]
{"formula": "C11H3Cl3DyF5N2O4", "method": "the ωB97M-V functional and the def2-TZVPD basis", "s_squared": 9.329, "multiplicity": 6, "gap_ev": [5.82, 5.85], "homo_energy_ev": [-7.8, -7.8], "de_lowest_kcal_mol": 3.99, "species": ["Dy", "O", "C", "O", "C", "C", "C", "N", "C", "C", "C", "O", "O", "H", "H", "H", "Cl", "C", "Cl", "Cl", "C", "N", "F", "C", "F", "C", "F", "F", "F"], "positions_angstrom": [[-0.177, 0.429, 0.126], [-1.962, -3.398, 5.785], [-1.353, -2.343, 5.974], [-0.977, -1.708, 6.966], [-0.940, -1.620, 4.608], [-0.235, -0.423, 4.648], [0.115, 0.188, 3.466], [-0.187, -0.330, 2.262], [-0.875, -1.504, 2.224], [-1.264, -2.164, 3.371], [-1.189, -2.114, 0.847], [-1.819, -3.130, 0.773], [-0.706, -1.431, -0.175], [0.022, 0.000, 5.610], [0.663, 1.125, 3.457], [-1.808, -3.097, 3.307], [4.946, 1.634, -2.019], [4.336, 0.049, -1.532], [4.102, -1.002, -2.942], [5.433, -0.727, -0.368], [3.056, 0.237, -0.879], [2.058, 0.387, -0.346], [0.082, 2.364, -0.959], [-1.250, 1.823, -1.457], [-1.650, 2.713, -2.358], [-2.134, 1.997, -0.177], [-2.608, 0.742, 0.157], [-1.359, 2.275, 0.955], [-3.137, 2.819, -0.212]], "forces_ev_per_a": [[1.49, -0.06, 0.28], [-0.03, -0.02, 0.18], [0.24, 0.35, -0.74], [-0.09, -0.13, 0.12], [-0.14, -0.21, 0.64], [0.05, 0.04, -0.20], [0.05, 0.10, -0.01], [-0.33, -0.45, 0.45], [-0.05, -0.31, 0.01], [0.04, 0.09, -0.26], [-0.30, -0.67, 1.24], [0.09, 0.14, -0.25], [-0.25, -1.89, -0.71], [-0.03, -0.04, 0.03], [-0.03, 0.01, 0.00], [0.00, 0.00, 0.08], [-0.10, -0.11, 0.06], [0.97, -0.31, -0.41], [-0.09, 0.19, 0.22], [-0.25, 0.18, -0.14], [-0.28, 0.03, 0.25], [1.24, -0.11, -0.31], [0.00, 1.12, -0.61], [-0.13, 0.38, 0.01], [-0.03, -0.20, -0.09], [-1.03, 0.65, 0.43], [-0.43, 0.40, -0.26], [-0.54, 0.70, 0.04], [-0.06, 0.14, -0.08]]}

***

[4]
{"formula": "C7H12", "method": "the ωB97M-V functional and the def2-TZVPD basis", "smiles": "CC#CCCCC", "gap_ev": 10.33, "homo_energy_ev": -9.3, "de_lowest_kcal_mol": 37.83, "species": ["C", "C", "C", "C", "C", "C", "C", "H", "H", "H", "H", "H", "H", "H", "H", "H", "H", "H", "H"], "positions_angstrom": [[-2.746, 0.704, 0.478], [-2.031, -0.002, -0.689], [-0.550, -0.107, -0.354], [0.413, -0.790, -1.341], [1.723, -0.654, -0.685], [2.538, -0.344, 0.149], [3.373, 0.105, 1.261], [-3.256, -0.006, 1.136], [-2.019, 1.244, 1.097], [-3.483, 1.437, 0.138], [-2.462, -0.997, -0.859], [-2.166, 0.560, -1.622], [-0.441, -0.618, 0.610], [-0.166, 0.909, -0.196], [0.149, -1.842, -1.505], [0.399, -0.299, -2.322], [2.723, 0.574, 2.010], [4.109, 0.851, 0.948], [3.895, -0.725, 1.746]], "forces_ev_per_a": [[-0.09, 0.04, 0.04], [0.01, -0.02, -0.07], [-0.03, 0.04, 0.08], [-0.03, -0.01, -0.02], [0.37, 0.19, 0.49], [-0.38, -0.18, -0.44], [0.08, 0.03, 0.08], [0.07, 0.08, -0.10], [-0.15, -0.03, -0.13], [0.01, -0.15, 0.02], [0.06, 0.15, 0.00], [0.03, -0.06, 0.12], [-0.03, 0.06, -0.10], [-0.06, -0.12, 0.01], [0.05, 0.16, 0.06], [0.01, -0.05, 0.17], [0.16, -0.06, -0.08], [-0.05, -0.14, 0.01], [-0.02, 0.09, -0.11]]}